{
  "formula": "C19H23Cl5NPV",
  "method": "ωB97M-V with the def2-TZVPD basis set",
  "e_lumo_ev": [-9.7, -8.1],
  "gap_ha": [0.1791, 0.2382],
  "energy_ha": -4378.13491,
  "homo_energy_ev": [-14.6, -14.6],
  "multiplicity": 2,
  "charge": 2,
  "elements": ["C", "C", "C", "C", "C", "C", "C", "C", "N", "V", "C", "P", "H", "H", "H", "H", "H", "H", "H", "H", "C", "C", "H", "C", "C", "H", "H", "H", "H", "H", "H", "H", "H", "H", "H", "H", "H", "H", "H", "Cl", "C", "C", "C", "Cl", "C", "Cl", "C", "Cl", "C", "Cl"],
  "coordinates": [[3.87, 2.02, 0.68], [3.23, 2.09, -0.55], [1.96, 1.52, -0.72], [1.31, 0.88, 0.33], [1.99, 0.77, 1.55], [3.23, 1.37, 1.74], [1.25, 1.72, -2.02], [0.92, 0.48, -2.86], [0.38, -0.67, -2.09], [-0.63, -0.06, -0.06], [1.40, 0.00, 2.69], [0.43, -1.46, 2.10], [3.69, 2.60, -1.40], [3.68, 1.29, 2.73], [4.83, 2.49, 0.84], [0.68, 0.60, 3.27], [2.20, -0.34, 3.36], [0.29, 2.23, -1.86], [1.86, 2.36, -2.67], [0.15, 0.77, -3.59], [0.00, -2.11, 3.77], [1.81, -2.63, 1.74], [1.81, 0.13, -3.41], [1.48, -1.60, -1.81], [-0.57, -1.40, -2.95], [-1.43, -1.66, 0.50], [1.90, -1.99, -2.76], [2.27, -1.10, -1.26], [1.11, -2.44, -1.22], [-0.06, -1.74, -3.87], [-0.95, -2.26, -2.40], [-1.40, -0.74, -3.21], [2.24, -3.09, 2.63], [1.42, -3.43, 1.10], [2.58, -2.07, 1.20], [0.92, -2.36, 4.32], [-0.54, -1.32, 4.30], [-0.62, -3.01, 3.67], [-1.32, -1.77, -0.23], [-2.04, 2.00, -2.42], [-3.12, 1.68, -1.10], [-2.70, 0.82, -0.09], [-3.66, 0.48, 0.86], [-3.21, -0.61, 2.13], [-4.99, 0.97, 0.83], [-6.13, 0.37, 1.96], [-5.37, 1.93, -0.14], [-6.92, 2.65, -0.12], [-4.41, 2.28, -1.13], [-4.82, 3.39, -2.37]]
}